Entry from OMol25: one molecule with the formula C4H9NO at a distorted geometry (ωB97M-V/def2-TZVPD).

Each line ends with the natural charge from an NBO analysis.
CARTESIAN COORDINATES (ANGSTROEM)
C1 0.75290 -0.22590 0.34050  0.2468
C2 0.84811 -0.93965 1.76077  -0.6157
N1 1.31320 1.08175 0.39990  -0.8501
C3 -0.94377 -0.06046 -1.33701  0.1243
C4 -2.09701 0.43847 -1.74634  -0.4785
O1 -0.61948 -0.25665 0.03325  -0.5383
H1 1.32275 -0.80946 -0.40019  0.1555
H2 1.33093 1.54498 -0.50080  0.3672
H3 0.84215 1.65782 1.08770  0.3640
H4 -0.19520 -0.43839 -2.02982  0.1673
H5 1.89308 -0.94876 2.05273  0.2141
H6 0.46155 -1.95115 1.69518  0.2159
H7 0.26486 -0.37097 2.47898  0.2082
H8 -2.35292 0.46325 -2.79049  0.2101
H9 -2.82115 0.81510 -1.04436  0.2092

## Properties
Lowest unoccupied orbital energy in eV: 1.1610
Gap between HOMO and LUMO in Eh: 0.3776
Strongest force on any atom in eV/A: 2.645
SMILES string: C=CO[C@H](C)N

Entry from OMol25: one molecule with the formula C4H9NO (ωB97M-V/def2-TZVPD).

Each line ends with the natural charge from an NBO analysis.
CARTESIAN COORDINATES (ANGSTROEM)
C1 1.74006 0.78787 -2.01123  -0.6262
C2 0.54779 0.48322 -1.11568  -0.0745
O1 1.02937 -0.02714 0.15334  -0.5023
C3 0.06632 -0.40507 1.01727  0.4083
N1 -1.16977 -0.32310 0.76675  -0.5082
C4 -1.98562 -0.76839 1.89964  -0.4394
H1 2.39465 1.53719 -1.55817  0.2126
H2 2.32629 -0.11381 -2.20790  0.2126
H3 1.39814 1.18219 -2.97739  0.2160
H4 -0.05583 1.38137 -0.93966  0.1878
H5 -0.11495 -0.25792 -1.57640  0.1911
H6 0.42991 -0.79881 1.97289  0.1447
H7 -3.03842 -0.80528 1.60794  0.2045
H8 -1.85269 -0.09421 2.73787  0.1900
H9 -1.71523 -1.77811 2.23073  0.1829

## Properties
Lowest unoccupied orbital energy in eV: 1.1255
Gap between HOMO and LUMO in Eh: 0.3963
Strongest force on any atom in eV/A: 0.717
SMILES string: CCO/C=N/C